1.
Entry from the OMol25 dataset: a cluster of 5 separate species, CH12NO5 in total at a distorted geometry (ωB97M-V/def2-TZVPD).

Properties
- LUMO energy: 3.9 eV
- HOMO energy: -4.395 eV
- HOMO-LUMO gap: 8.289 eV
- Net charge: -1

Geometry (Å):
O -0.76482 -0.61874 -2.26621
O -2.56284 1.98436 -0.47679
O -0.47786 0.84033 0.73386
O 2.86682 -1.41580 -0.86322
O 1.32098 0.86594 -1.06347
N 0.11403 -1.29118 1.61580
C -0.49060 0.04371 1.86311
H 2.26964 -1.79734 -0.22446
H 0.08195 0.52672 2.67526
H -1.61213 -1.06491 -2.24712
H -2.58093 1.02095 -0.53932
H -1.79724 1.98520 0.15552
H 1.33130 1.82162 -1.01779
H 2.53510 -0.60070 -1.27322
H 1.08611 -1.24925 1.90274
H 0.74446 0.55371 -0.32253
H -1.52673 -0.10554 2.21235
H 0.12566 -1.42611 0.61027
H -0.66290 -0.07298 -1.47478

2.
Entry from the OMol25 dataset: a cluster of 4 separate species, C2H13NO4 in total at a distorted geometry (ωB97M-V/def2-TZVPD).

Properties
- LUMO energy: 0.7 eV
- SMILES: NCCO.O.O.O
- HOMO energy: -9.868 eV
- HOMO-LUMO gap: 10.587 eV
- Net charge: 0

Geometry (Å):
O -1.73764 -2.16016 -0.80082
O 2.61489 0.22516 -1.03645
O 0.39297 -2.06235 0.91860
O -2.88416 0.38270 -0.21438
N -0.01542 0.81226 0.95584
C 0.42098 1.22620 -0.39305
C 1.94502 1.37927 -0.42924
H 2.26851 1.51515 0.61573
H -0.09883 2.15229 -0.64967
H 0.69777 -2.62281 1.62371
H -0.00831 0.53834 -1.04411
H 0.36020 -1.14225 1.33763
H 2.14462 2.24071 -1.05710
H -2.53003 -0.51857 -0.53768
H 0.10486 1.62723 1.52270
H -1.06517 -1.94593 -0.05067
H -3.61678 0.16331 0.39214
H 3.24621 -0.14695 -0.40209
H -1.19811 -2.33300 -1.57134
H -1.04160 0.66940 0.82026

3.
Entry from the OMol25 dataset: a structure of composition C33H53Cl3N8OPS2W at a distorted geometry (ωB97M-V/def2-TZVPD).

Properties
- LUMO energy: -8.9 eV
- HOMO energy: -13.920 eV
- HOMO-LUMO gap: 5.016 eV
- Net charge: +3

Geometry (Å):
W -0.18720 0.91080 1.08280
Cl 6.67680 4.95010 -3.85880
Cl 3.29290 4.21290 -1.34000
Cl 7.38850 4.24280 2.13860
S 4.37120 6.11710 -5.37390
S 0.55700 2.74530 2.62280
P -3.35290 1.38040 0.50370
O 5.88270 1.97070 -3.87200
N -0.53720 0.07060 3.74320
N -2.05510 0.78440 1.20000
N 1.76460 1.00140 0.08330
N 1.12630 4.73010 0.84440
N 3.43810 0.82450 -1.35180
N 0.97110 5.33820 2.94120
N 0.48880 -0.37300 2.83600
N -0.16480 -0.93530 0.16380
C 4.90540 3.56900 -5.45760
C 5.55020 2.23020 -5.22440
C -5.29630 -0.11930 1.79860
C -2.79390 3.98460 1.32700
C 3.97460 0.75550 -0.10250
C -4.78620 1.32030 1.77270
C -3.78540 3.84790 -0.96380
C 5.51170 2.71620 -1.66700
C -2.42300 0.56930 -2.01320
C -1.41360 3.16200 -0.53830
C 0.00750 -3.37670 -0.65210
C 3.36900 5.08600 -6.30270
C 5.34860 4.75670 -4.90380
C 5.42300 4.12410 0.30300
C 6.78010 2.29310 -1.27910
C 7.36470 2.75680 -0.11800
C 1.33020 6.58440 2.28990
C -2.83640 3.18010 0.02640
C -5.92750 2.27250 1.43910
C 4.87610 2.15720 -2.91730
C -3.52980 -1.15700 -0.64280
C 0.91540 4.32050 2.09930
C -0.07730 -2.04130 -0.18170
C 4.86090 3.64020 -0.86190
C 4.19150 0.78700 -2.57930
C 3.76560 3.77750 -6.26110
C -3.60290 0.31050 -1.07040
C 2.93940 0.86720 0.77740
C 6.68180 3.66760 0.68270
C 1.44890 6.15630 0.81320
C 2.11130 0.97180 -1.20120
C -4.19990 1.61390 3.15540
C -4.91470 0.59180 -1.79400
H -3.78520 4.12050 1.74490
H -4.47190 -0.81530 1.94020
H -2.51500 1.52230 -2.52360
H -3.53140 4.90280 -1.05340
H -5.84710 -0.36960 0.89850
H -5.98450 -0.24530 2.63260
H 0.55090 7.33450 2.44110
H -4.96970 1.60980 -2.16910
H 3.26880 2.99200 -6.80370
H -0.53060 -3.47490 -1.59660
H -4.95780 1.40290 3.90900
H -6.30080 2.11810 0.43080
H -3.90310 2.64830 3.28490
H -6.75230 2.08320 2.12510
H -0.43180 -4.07240 0.06510
H 0.72920 6.67830 0.18070
H 1.05060 -3.65200 -0.81310
H 1.42030 1.03030 -2.02300
H 6.51410 2.18900 -5.74200
H -2.73080 -1.30440 0.08360
H -5.77630 0.41040 -1.15810
H 0.83360 5.25620 3.93450
H 4.99750 0.05570 -2.48090
H -1.38980 2.98340 -1.60920
H 7.30630 1.60880 -1.92490
H -3.71820 3.40500 -1.95330
H -2.39990 4.98220 1.13090
H 4.90210 1.43820 -5.62280
H 4.11380 2.85390 -3.29140
H -4.99070 -0.08070 -2.64750
H 2.26490 6.96950 2.70730
H 3.52790 0.49250 -3.39460
H -0.77180 2.35670 -0.01490
H -0.27230 -0.05080 4.72180
H 4.91420 4.86000 0.90230
H 8.35160 2.42860 0.16390
H 2.44530 6.32300 0.40140
H -4.81510 3.79110 -0.62660
H 1.48330 4.12850 0.11010
H -3.33500 0.97960 3.35200
H -4.46360 -1.50560 -0.22320
H 0.54610 -1.40640 2.77710
H 1.38640 -0.05250 3.22330
H -0.94240 4.12560 -0.34800
H -1.46290 0.51790 -1.47670
H -2.40820 -0.19930 -2.78510
H -2.15790 3.49590 2.07010
H 5.02230 0.62150 0.07150
H 2.98450 0.87380 1.85110
H -3.32650 -1.77430 -1.51430
H -1.39450 -0.46180 3.58610
H -5.64720 3.31570 1.55840
H 2.52850 5.49180 -6.83210

no.,E (eV)
1,-12960.4796
2,-11964.7167
3,-119378.8219